1.
DFT (ωB97M-V/def2-TZVPD) results for C54H60F3INNbO8S as an isolated structure at a distorted geometry.

CARTESIAN COORDINATES (ANGSTROEM)
C (-2.0615, -0.7626, 6.0673)
C (-2.2960, 0.6701, 5.4248)
C (-3.5919, 0.8057, 4.5444)
C (-3.6622, -0.2162, 3.3189)
C (-2.2654, -0.4853, 2.6154)
Nb (-2.3781, -0.9586, 0.3891)
C (-1.6832, -3.0675, 0.9402)
C (-0.1278, -3.1802, 1.2042)
O (0.6473, -3.2516, 0.0067)
C (-3.1607, 1.1690, -0.0903)
C (-2.9823, 2.1816, 1.0580)
O (-3.9575, 2.5098, 1.6872)
I (-1.1141, 3.1274, 1.6065)
C (-0.2041, -0.1938, 0.3092)
O (0.4515, 0.1248, 1.3237)
O (0.3497, -0.1311, -0.8610)
N (-2.2684, -1.2707, -1.7208)
C (-1.8682, -2.5535, -2.1905)
O (-0.7789, -2.6897, -2.6391)
F (-2.6810, -3.6782, -2.2318)
C (-3.2478, -0.6194, -2.5214)
O (-2.9099, 0.3014, -3.2040)
F (-4.5801, -0.9685, -2.6034)
S (-4.7757, -1.9025, 0.6031)
O (-5.8246, -0.8874, 0.3848)
O (-4.9460, -2.9298, -0.4467)
F (-5.0244, -2.7809, 2.0404)
H (-1.4299, -1.3657, 5.3713)
H (-3.0474, -1.2256, 6.3171)
H (-1.4663, -0.5974, 7.0122)
H (-1.4208, 1.0669, 4.8449)
H (-2.4264, 1.3906, 6.2912)
H (-4.4825, 0.5495, 5.1971)
H (-3.7058, 1.8752, 4.2394)
H (-4.4803, 0.1375, 2.6421)
H (-3.9763, -1.1943, 3.7898)
H (-1.8059, -1.3719, 3.1459)
H (-1.5932, 0.3819, 2.8356)
H (-2.1493, -3.2504, 1.9575)
H (-2.0859, -3.8807, 0.2826)
H (0.0095, -4.1808, 1.7351)
H (0.2331, -2.4121, 1.9469)
H (1.5464, -3.5330, 0.2455)
H (-4.2415, 1.1457, -0.3913)
H (-2.4810, 1.5186, -0.9266)
C (5.0242, 4.1146, 3.0078)
C (4.0163, 5.0135, 3.3401)
C (2.7278, 4.8271, 2.8482)
C (2.4483, 3.7371, 2.0323)
C (3.4531, 2.8392, 1.7046)
C (4.7407, 3.0280, 2.1873)
H (6.0295, 4.2604, 3.3882)
H (4.2346, 5.8601, 3.9822)
H (1.9426, 5.5306, 3.1012)
H (1.4485, 3.5800, 1.6476)
H (3.2299, 1.9888, 1.0695)
H (5.5245, 2.3263, 1.9236)
C (-10.3672, -1.4088, -2.3824)
C (-10.1162, -1.1145, -3.7175)
C (-8.8326, -0.7656, -4.1223)
C (-7.7984, -0.7199, -3.1935)
C (-8.0479, -1.0173, -1.8586)
C (-9.3334, -1.3577, -1.4529)
H (-11.3692, -1.6781, -2.0653)
H (-10.9217, -1.1565, -4.4433)
H (-8.6370, -0.5295, -5.1628)
H (-6.7975, -0.4526, -3.5101)
H (-7.2404, -0.9831, -1.1341)
H (-9.5292, -1.5845, -0.4112)
C (-2.7846, 2.7241, 10.5295)
C (-3.8438, 3.5718, 10.8301)
C (-5.0974, 3.3414, 10.2768)
C (-5.2938, 2.2571, 9.4297)
C (-4.2355, 1.4078, 9.1319)
C (-2.9801, 1.6429, 9.6785)
H (-1.8059, 2.9057, 10.9587)
H (-3.6918, 4.4139, 11.4961)
H (-5.9221, 4.0066, 10.5060)
H (-6.2724, 2.0745, 9.0013)
H (-4.3880, 0.5615, 8.4719)
H (-2.1541, 0.9826, 9.4419)
C (5.9290, -0.5598, 0.1171)
C (6.8056, -0.5985, -0.9595)
C (8.1694, -0.7542, -0.7417)
C (8.6559, -0.8807, 0.5548)
C (7.7781, -0.8452, 1.6322)
C (6.4155, -0.6808, 1.4133)
H (4.8653, -0.4353, -0.0531)
H (6.4252, -0.5066, -1.9707)
H (8.8536, -0.7780, -1.5830)
H (9.7197, -1.0068, 0.7253)
H (8.1567, -0.9452, 2.6434)
H (5.7309, -0.6479, 2.2527)
C (4.8859, -2.4579, -5.8950)
C (5.7617, -2.4980, -6.9734)
C (7.1256, -2.6551, -6.7571)
C (7.6127, -2.7816, -5.4618)
C (6.7362, -2.7452, -4.3836)
C (5.3734, -2.5791, -4.5995)
H (3.8229, -2.3320, -6.0635)
H (5.3806, -2.4059, -7.9841)
H (7.8091, -2.6796, -7.5983)
H (8.6764, -2.9088, -5.2929)
H (7.1159, -2.8455, -3.3725)
H (4.6907, -2.5452, -3.7585)
C (-9.2292, 2.3869, -6.9327)
C (-8.9760, 2.6819, -8.2670)
C (-7.6923, 3.0286, -8.6709)
C (-6.6595, 3.0710, -7.7416)
C (-6.9121, 2.7725, -6.4080)
C (-8.1975, 2.4347, -6.0025)
H (-10.2311, 2.1193, -6.6168)
H (-9.7805, 2.6421, -8.9931)
H (-7.4961, 3.2650, -9.7107)
H (-5.6572, 3.3365, -8.0571)
H (-6.1064, 2.8037, -5.6837)
H (-8.3952, 2.2069, -4.9616)
C (13.5171, -1.5153, -4.0390)
C (13.8827, -1.1750, -2.7423)
C (12.9829, -1.3487, -1.6978)
C (11.7203, -1.8719, -1.9490)
C (11.3560, -2.2155, -3.2449)
C (12.2523, -2.0334, -4.2908)
H (14.2180, -1.3765, -4.8542)
H (14.8702, -0.7731, -2.5456)
H (13.2656, -1.0771, -0.6874)
H (11.0196, -2.0121, -1.1340)
H (10.3713, -2.6250, -3.4397)
H (11.9658, -2.2964, -5.3024)

The net charge is -2. As for the frontier orbital gap: 5.16 eV. The multiplicity is 1. As for the LUMO energy: 2.938 eV.

***

2.
DFT (ωB97M-V/def2-TZVPD) results for a 11-piece molecular cluster, C54H61BN10 overall.

CARTESIAN COORDINATES (ANGSTROEM)
C (0.8077, 5.7954, 2.2606)
C (0.3657, 4.6183, 2.8411)
C (-0.2977, 3.6983, 2.0452)
N (-0.5415, 3.8795, 0.7513)
C (-0.1342, 5.0253, 0.2072)
C (0.5432, 6.0122, 0.9162)
H (1.3554, 6.5153, 2.8549)
H (0.5589, 4.4107, 3.8844)
H (-0.6418, 2.7602, 2.4724)
H (-0.3409, 5.1566, -0.8507)
H (0.8691, 6.9144, 0.4156)
C (-3.8878, -2.3545, -5.6512)
C (-3.1457, -3.1885, -6.4740)
C (-1.9315, -3.6807, -6.0124)
N (-1.4350, -3.3893, -4.8097)
C (-2.1577, -2.5898, -4.0295)
C (-3.3813, -2.0496, -4.3979)
H (-4.8376, -1.9466, -5.9749)
H (-3.4951, -3.4569, -7.4626)
H (-1.3243, -4.3241, -6.6409)
H (-1.7344, -2.3521, -3.0578)
H (-3.9185, -1.4028, -3.7181)
C (-5.9105, 4.1349, -6.4241)
C (-6.5998, 3.6763, -5.3111)
C (-6.2960, 2.4117, -4.8273)
N (-5.3986, 1.6053, -5.3869)
C (-4.7333, 2.0626, -6.4447)
C (-4.9437, 3.3189, -6.9940)
H (-6.1068, 5.1205, -6.8272)
H (-7.3398, 4.2874, -4.8127)
H (-6.8004, 2.0273, -3.9457)
H (-3.9822, 1.3952, -6.8554)
H (-4.3579, 3.6468, -7.8421)
C (4.1087, 4.3540, 7.3032)
C (4.5279, 3.9042, 6.0626)
C (3.9090, 4.4097, 4.9318)
N (2.9124, 5.2869, 4.9717)
C (2.5176, 5.7215, 6.1671)
C (3.0919, 5.2978, 7.3577)
H (4.5604, 3.9662, 8.2081)
H (5.3028, 3.1528, 5.9774)
H (4.2013, 4.0599, 3.9471)
H (1.6917, 6.4261, 6.1782)
H (2.7244, 5.6766, 8.3022)
C (-1.3498, -0.5020, 0.1658)
C (-1.2794, -1.8162, 0.6033)
C (-0.9373, -2.0682, 1.9266)
N (-0.6678, -1.1013, 2.8024)
C (-0.7363, 0.1566, 2.3710)
C (-1.0704, 0.5101, 1.0719)
H (-1.6139, -0.2691, -0.8586)
H (-1.4836, -2.6443, -0.0625)
H (-0.8887, -3.0928, 2.2723)
H (-0.5142, 0.9280, 3.1017)
H (-1.1058, 1.5523, 0.7778)
C (-4.4216, 0.5426, -0.2488)
C (-5.3769, -0.2825, 0.3247)
C (-6.3131, -0.8896, -0.5018)
N (-6.3447, -0.7271, -1.8225)
C (-5.4219, 0.0669, -2.3645)
C (-4.4457, 0.7209, -1.6233)
H (-3.6740, 1.0344, 0.3611)
H (-5.4013, -0.4566, 1.3923)
H (-7.0718, -1.5403, -0.0793)
H (-5.4461, 0.1836, -3.4443)
H (-3.7219, 1.3529, -2.1233)
C (8.6008, 4.0549, 9.4376)
C (7.9755, 2.9075, 9.9010)
C (7.2447, 2.1414, 9.0036)
N (7.1134, 2.4502, 7.7153)
C (7.7211, 3.5526, 7.2808)
C (8.4702, 4.3866, 8.0980)
H (9.1762, 4.6800, 10.1085)
H (8.0465, 2.6079, 10.9380)
H (6.7411, 1.2400, 9.3373)
H (7.5947, 3.7883, 6.2295)
H (8.9331, 5.2744, 7.6889)
C (1.2232, -8.3438, -7.8872)
C (1.9610, -7.3470, -7.2684)
C (1.5269, -6.0333, -7.3793)
N (0.4350, -5.6784, -8.0519)
C (-0.2676, -6.6432, -8.6409)
C (0.0830, -7.9847, -8.5896)
H (1.5294, -9.3802, -7.8223)
H (2.8567, -7.5762, -6.7068)
H (2.0798, -5.2309, -6.9028)
H (-1.1557, -6.3315, -9.1812)
H (-0.5280, -8.7254, -9.0880)
C (3.6423, -1.6472, 5.3302)
C (4.5459, -0.9012, 6.0779)
C (4.2874, 0.4498, 6.2836)
N (3.2072, 1.0619, 5.8042)
C (2.3584, 0.3373, 5.0884)
C (2.5238, -1.0085, 4.8157)
H (3.8115, -2.7009, 5.1453)
H (5.4418, -1.3468, 6.4900)
H (4.9908, 1.0552, 6.8509)
H (1.4885, 0.8601, 4.7043)
H (1.7788, -1.5288, 4.2278)
C (-0.5141, -8.2545, 1.5583)
C (0.3761, -7.4718, 2.2768)
C (0.0839, -6.1265, 2.4513)
N (-1.0099, -5.5459, 1.9642)
C (-1.8588, -6.3057, 1.2762)
C (-1.6567, -7.6593, 1.0466)
H (-0.3212, -9.3079, 1.4000)
H (1.2817, -7.8896, 2.6958)
H (0.7604, -5.4868, 3.0084)
H (-2.7437, -5.8113, 0.8897)
H (-2.3816, -8.2275, 0.4794)
C (-1.6377, 2.7893, -4.6095)
B (-0.3331, 1.9543, -4.7800)
C (-0.2143, 0.5448, -4.1305)
C (0.5841, 0.5903, -2.8095)
C (-0.1051, 1.3794, -1.6980)
H (-1.5799, 3.3979, -3.6901)
H (-2.5021, 2.1171, -4.4939)
H (-1.8399, 3.4886, -5.4329)
H (0.5930, 2.4042, -5.4076)
H (-1.2155, 0.1441, -3.8972)
H (0.2664, -0.1671, -4.8189)
H (1.5780, 1.0183, -3.0150)
H (0.7563, -0.4392, -2.4617)
H (0.1878, 1.0444, -0.6938)
H (-1.1992, 1.2744, -1.7713)
H (0.1202, 2.4539, -1.7221)

As for the frontier orbital gap: 9.89 eV. As for the SMILES: c1ccncc1.c1ccncc1.c1ccncc1.c1ccncc1.c1ccncc1.c1ccncc1.c1ccncc1.c1ccncc1.c1ccncc1.c1ccncc1.CBCCC. The multiplicity is 1. As for the LUMO energy: 0.770 eV.

***

3.
DFT (ωB97M-V/def2-TZVPD) results for C54H62CsN3O4S2 as an isolated structure at a distorted geometry.

CARTESIAN COORDINATES (ANGSTROEM)
Cs (-1.2355, -0.2622, -0.4208)
C (4.5383, 4.4954, -1.3968)
C (5.1012, 3.1958, -0.8264)
C (5.6510, 3.4917, 0.5745)
C (6.2631, 2.7481, -1.7211)
C (4.0501, 2.0959, -0.7647)
C (2.7611, 2.2536, -1.2295)
C (1.8075, 1.2215, -1.1812)
N (0.5086, 1.3183, -1.6176)
C (0.0666, 2.2266, -2.5392)
C (0.8779, 2.8536, -3.5011)
C (0.3683, 3.7227, -4.4414)
C (-1.0125, 3.9885, -4.3995)
C (-1.8777, 3.3911, -3.5075)
C (-1.3762, 2.4465, -2.5537)
O (-2.1397, 1.8356, -1.7375)
C (-3.3719, 3.6873, -3.5139)
C (-4.1650, 2.4106, -3.8183)
C (-3.7940, 4.2391, -2.1460)
C (-3.7593, 4.7249, -4.5703)
C (1.2181, 4.3828, -5.5224)
C (0.6908, 4.0003, -6.9104)
C (2.6815, 3.9532, -5.4414)
C (1.1588, 5.9074, -5.3764)
C (2.1537, -0.0257, -0.5086)
O (1.2780, -0.9314, -0.3147)
C (3.5124, -0.1979, -0.0804)
C (4.3989, 0.8497, -0.2175)
C (3.9191, -1.5222, 0.5596)
C (5.3971, -1.5519, 0.9560)
C (3.1025, -1.7665, 1.8350)
C (3.6781, -2.6712, -0.4246)
H (5.3206, 5.2575, -1.4201)
H (3.7133, 4.8771, -0.7977)
H (4.1686, 4.3636, -2.4114)
H (6.4027, 4.2829, 0.5315)
H (6.1137, 2.6120, 1.0171)
H (4.8522, 3.8109, 1.2438)
H (7.0385, 3.5156, -1.7644)
H (5.9142, 2.5534, -2.7356)
H (6.7178, 1.8309, -1.3518)
H (2.4382, 3.2027, -1.6297)
H (1.9236, 2.5925, -3.5157)
H (-1.4168, 4.6872, -5.1218)
H (-3.9383, 1.6303, -3.0998)
H (-3.9177, 2.0402, -4.8142)
H (-5.2353, 2.6297, -3.7935)
H (-3.5433, 3.5397, -1.3566)
H (-4.8707, 4.4278, -2.1428)
H (-3.2863, 5.1853, -1.9510)
H (-3.5429, 4.3817, -5.5824)
H (-3.2489, 5.6781, -4.4249)
H (-4.8340, 4.9099, -4.5046)
H (0.7227, 2.9197, -7.0485)
H (1.2901, 4.4672, -7.6949)
H (-0.3431, 4.3113, -7.0445)
H (2.7921, 2.8769, -5.5666)
H (3.1294, 4.2138, -4.4843)
H (3.2593, 4.4458, -6.2276)
H (0.1362, 6.2734, -5.4508)
H (1.7513, 6.3958, -6.1522)
H (1.5435, 6.2150, -4.4036)
H (5.4155, 0.7139, 0.1322)
H (5.6378, -0.8053, 1.7128)
H (6.0563, -1.3869, 0.1020)
H (5.6315, -2.5344, 1.3718)
H (3.2856, -0.9672, 2.5568)
H (3.3982, -2.7148, 2.2910)
H (2.0449, -1.7926, 1.5965)
H (4.3116, -2.5481, -1.3062)
H (2.6416, -2.7037, -0.7415)
H (3.9365, -3.6248, 0.0438)
O (-3.3296, -2.2063, 0.9769)
S (-4.4649, -2.8593, 1.6984)
C (-5.4545, -1.5281, 2.4086)
C (-4.6875, -0.2360, 2.6476)
C (-3.8358, -0.2232, 3.9034)
C (-3.2001, 1.1415, 4.1453)
S (-1.6558, 1.3827, 3.2640)
O (-1.7858, 0.6226, 1.9704)
C (-0.5714, 0.3446, 4.2589)
C (0.0693, -0.6889, 3.5996)
C (0.9829, -1.4642, 4.3126)
C (1.2262, -1.2052, 5.6512)
C (0.5755, -0.1588, 6.2996)
C (-0.3203, 0.6290, 5.5976)
C (-3.7709, -3.5796, 3.1994)
C (-2.3913, -3.6112, 3.3035)
C (-1.8220, -4.2709, 4.3886)
C (-2.6291, -4.8717, 5.3399)
C (-4.0154, -4.8300, 5.2250)
C (-4.5906, -4.1889, 4.1405)
H (-5.9377, -1.9235, 3.3053)
H (-6.2357, -1.3532, 1.6649)
H (-5.4247, 0.5740, 2.7039)
H (-4.0625, -0.0353, 1.7796)
H (-3.0550, -0.9751, 3.8559)
H (-4.4503, -0.4733, 4.7779)
H (-2.9805, 1.3167, 5.1995)
H (-3.8540, 1.9505, 3.8116)
H (-0.1078, -0.8917, 2.5517)
H (1.5045, -2.2563, 3.7978)
H (1.9382, -1.8131, 6.1947)
H (0.7726, 0.0533, 7.3439)
H (-0.8043, 1.4623, 6.0920)
H (-1.7934, -3.1533, 2.5324)
H (-0.7485, -4.3296, 4.4643)
H (-2.1784, -5.4059, 6.1654)
H (-4.6426, -5.3210, 5.9560)
H (-5.6680, -4.1939, 4.0247)
N (-2.3021, -2.7990, -3.4270)
C (-2.0568, -3.6126, -2.6404)
N (-0.8248, -10.1283, 4.0159)
C (-0.9603, -9.3307, 3.1854)
C (-1.1309, -8.3630, 2.1730)
C (-0.3887, -8.4277, 0.9620)
C (-0.5329, -7.4909, -0.0159)
C (-1.4388, -6.3934, 0.1296)
C (-2.1858, -6.3492, 1.3464)
C (-2.0406, -7.2823, 2.3255)
C (-1.6321, -5.4075, -0.8245)
C (-1.8419, -4.5921, -1.7091)
H (0.3160, -9.2395, 0.8185)
H (0.0636, -7.5598, -0.9176)
H (-2.8788, -5.5401, 1.4879)
H (-2.6268, -7.1885, 3.2348)

The net charge is -2. As for the frontier orbital gap (spin up / spin down): 3.38 / 3.92 eV. For the energy above the lowest of the compared OMol25 structures with the same formula, charge and spin, the calculation gives 0.00 kJ/mol. The multiplicity is 1. As for the LUMO energy (spin up / spin down): 3.015 / 3.014 eV.

***

- What is the multiplicity in the second record?
  1